1.
Molecular formula: C11H15N
Method: DFT, ωB97M-V with the def2-TZVPD basis set

```
27
Properties=species:S:1:pos:R:3:forces:R:3
C -3.425985 -2.447144 1.699542 -0.116 0.167 -0.095
C -1.154015 0.314657 0.607604 -0.010 -0.179 -0.712
C -1.350438 -0.984160 1.120246 0.719 0.452 0.086
C -2.758090 -1.224199 1.144459 -0.840 -0.416 -0.287
C -3.353148 -0.154577 0.563263 0.390 0.503 0.320
C 1.185115 0.028149 0.781319 0.289 0.590 -0.317
C 0.127574 0.836996 0.399875 -0.398 -0.655 0.037
C 1.009369 -1.230144 1.355480 -0.092 -0.800 0.220
C -0.245175 -1.776312 1.488656 -1.383 0.806 0.142
N -2.391723 0.790471 0.167055 -0.328 0.244 0.784
H 2.192541 0.354229 0.554103 0.023 0.075 0.234
H 0.259959 1.770627 -0.128419 0.154 0.080 0.110
H 1.851672 -1.819124 1.692447 0.209 0.129 -0.176
H -0.526022 -2.727869 1.918832 0.716 -0.273 0.041
H -2.644809 1.777670 0.235022 0.335 -0.536 -0.281
H -4.400426 0.086843 0.472799 -0.013 -0.122 -0.150
H -4.483590 -2.516159 1.441538 0.033 0.213 -0.138
H -3.386640 -2.430033 2.790626 0.200 -0.237 -0.001
H -2.958056 -3.350918 1.308547 0.091 -0.085 0.216
C 2.726085 2.142414 -2.056888 0.490 1.388 -0.018
C 3.862324 1.481957 -2.815741 -0.019 -0.822 -0.409
H 1.791887 2.140047 -2.613866 -0.128 -0.351 0.136
H 2.585085 1.854320 -1.018412 -0.056 -0.607 -0.151
H 2.987464 3.205727 -1.957500 -0.114 -0.019 -0.130
H 3.730748 0.404666 -2.962817 -0.136 0.032 0.279
H 4.837529 1.609621 -2.350403 -0.022 0.148 0.143
H 3.930763 1.862244 -3.837368 0.005 0.275 0.116
```
Forces are in eV/Å.

molar mass: 161.25 g mol⁻¹
ΔE to the lowest compared entry with this formula, charge and spin: 9.17 kcal per mole
SMILES: Cc1c[nH]c2ccccc12.CC
LUMO energy: 1.0 eV
spin multiplicity: 1
HOMO energy: -7.92 eV
HOMO-LUMO gap: 8.9 eV

2.
Molecular formula: C6H32N2O8
Method: DFT, ωB97M-V with the def2-TZVPD basis set

```
48
Properties=species:S:1:pos:R:3:forces:R:3
C 1.215208 0.695540 0.389947 -1.128 0.626 -3.621
N 0.108632 -0.262192 0.693129 -0.079 1.492 -0.157
C -0.749464 0.430859 1.747204 -0.540 2.547 -2.979
C -2.286239 0.391844 1.506328 0.210 -0.475 -2.101
C -3.029290 1.647840 1.948421 -1.734 1.293 2.751
C -2.901589 -0.978557 1.952852 2.083 -0.474 -0.377
C 1.922529 0.370605 -0.986632 2.747 -0.850 0.798
N 3.452597 0.710242 -0.726495 -2.424 -0.493 0.305
H 2.015638 0.725340 1.113615 -0.199 -0.166 0.476
H 0.798213 1.731770 0.105958 0.460 -1.164 1.301
H -0.462960 -0.361593 -0.176249 0.798 0.365 1.317
H -0.647254 -0.207063 2.492587 0.908 -2.060 4.364
H -0.374594 1.506345 1.988216 -0.599 -1.996 -0.428
H -2.428539 0.347908 0.365088 0.275 0.138 1.400
H -2.490253 2.635885 1.817795 -0.289 -1.331 -0.234
H -4.070583 1.791165 1.458371 1.699 -0.496 0.773
H -3.239578 1.639455 3.152507 0.432 -0.132 -2.801
H -2.260059 -1.822725 1.607076 -0.325 1.129 -0.575
H -2.957630 -1.327978 2.983492 -0.556 1.213 0.528
H -3.789455 -1.093291 1.400392 -1.543 -0.338 -0.136
H 1.866934 -0.758166 -1.186573 -0.182 1.596 -0.070
H 1.604763 0.976635 -1.864836 -0.069 -0.577 0.899
H 3.973864 1.114380 -1.497274 -0.173 -0.725 -0.038
H 3.840285 -0.139474 -0.303211 0.328 0.736 -0.535
H 2.501447 4.421087 -0.333685 0.153 0.374 0.188
H 2.493676 3.004207 -0.636866 3.400 -6.740 2.186
O 2.124444 3.740781 -0.882667 -3.422 6.315 -2.360
H 1.893686 3.031327 3.572955 -1.434 10.177 2.945
H 2.069223 2.188232 2.448694 0.287 -0.170 -4.226
O 2.006090 2.241773 3.339623 1.145 -9.933 1.318
H 2.174690 -2.659551 0.058680 -0.140 -0.711 -3.070
H 1.563233 -2.109144 1.228271 1.882 -0.353 0.068
O 2.431170 -2.547117 0.932118 -1.648 1.347 2.921
H -1.169262 -0.099569 -1.858054 0.089 1.769 0.647
H -1.616921 1.394229 -1.855213 0.470 -0.046 0.039
O -0.822349 0.861719 -1.677750 -1.320 -0.961 -0.671
H -1.229277 -3.222742 1.724015 1.538 -0.296 -4.001
H -0.170403 -2.817097 0.543850 0.954 0.949 0.268
O -0.960394 -3.306208 0.685740 -2.385 -1.081 3.594
H -0.609026 -2.022295 -2.141815 -1.099 0.349 0.260
H -2.191608 -2.305672 -1.955116 1.493 1.667 0.140
O -1.496368 -1.572902 -1.980444 -0.551 -2.575 -0.190
H -0.296470 0.219373 -3.243525 -0.276 0.669 1.150
H 0.477157 0.301176 -4.464933 1.763 0.735 -1.121
O -0.346875 0.002422 -4.162569 -1.061 -1.324 -0.805
H 0.421445 -3.525036 -3.072663 0.759 0.171 1.400
H 0.763792 -2.254949 -3.569360 0.731 0.378 1.712
O 0.877739 -2.728795 -2.681010 -1.424 -0.564 -3.256
```
Forces are in eV/Å.

molar mass: 260.33 g mol⁻¹
ΔE to the lowest compared entry with this formula, charge and spin: 134.32 kcal per mole
SMILES: CC(C)CNCCN.O.O.O.O.O.O.O.O
LUMO energy: 0.0 eV
spin multiplicity: 1
HOMO energy: -8.99 eV
HOMO-LUMO gap: 9.0 eV